Entry 1:
{
  "formula": "C41H22N11O3SSn",
  "method": "ωB97M-V/def2-TZVPD",
  "elements": ["O", "H", "C", "H", "C", "C", "C", "N", "H", "H", "H", "C", "C", "C", "C", "C", "C", "H", "C", "O", "C", "O", "C", "C", "C", "H", "C", "Sn", "N", "N", "H", "H", "C", "C", "C", "N", "H", "N", "H", "C", "C", "N", "H", "C", "N", "H", "C", "C", "C", "C", "C", "H", "H", "C", "C", "C", "C", "H", "C", "C", "H", "C", "N", "C", "C", "H", "H", "H", "C", "N", "C", "N", "H", "C", "C", "N", "C", "S", "H"],
  "coordinates": [[-3.04, -7.97, -1.58], [-6.82, 3.26, -1.94], [4.80, 3.09, 2.80], [-0.32, -2.74, 2.78], [-4.99, 2.84, -0.91], [3.34, -0.57, -3.97], [-0.19, 1.73, 5.22], [-1.47, 1.88, -0.89], [-1.12, 1.43, 7.12], [-0.34, -1.01, -1.77], [-3.60, 2.05, -4.49], [-0.60, -2.79, -0.60], [-0.88, -4.72, 0.88], [-3.68, 2.43, -1.10], [-0.91, -5.43, 2.09], [-1.66, 2.23, 1.95], [0.27, 1.07, -3.03], [4.41, 3.35, 3.77], [1.04, 0.21, -3.91], [-1.62, -6.36, -2.77], [-1.80, 1.78, -2.21], [-0.59, -8.35, -1.77], [2.32, 1.03, -2.19], [-3.99, 2.26, -3.50], [-2.84, 1.84, 4.23], [0.83, 1.72, 5.58], [-1.42, -6.64, -0.15], [0.44, 3.01, -0.42], [-1.15, -5.39, -0.25], [-1.50, -7.39, 0.90], [-5.97, 2.76, -4.16], [-3.40, 1.56, 6.28], [-0.07, -1.09, 1.45], [0.74, -0.44, -5.09], [-1.77, 1.97, 3.38], [1.09, 1.58, -2.08], [1.57, -1.64, -6.65], [-2.67, 2.29, 1.12], [-1.30, -7.39, 2.94], [-5.31, 2.66, -3.31], [-1.28, 1.58, 6.06], [3.36, 1.30, -1.44], [-0.69, -4.95, 3.03], [6.14, 3.26, 2.49], [2.20, 1.89, 0.53], [7.68, 3.09, 1.02], [-5.79, 2.95, -2.04], [1.76, -1.15, -5.71], [3.96, 2.61, 1.81], [-0.44, 1.92, 3.87], [2.34, 0.16, -3.36], [-3.86, 1.92, 3.86], [6.82, 3.64, 3.23], [4.46, 2.29, 0.53], [3.03, -1.22, -5.16], [0.42, 2.21, 2.74], [-3.19, 2.15, -2.39], [-5.36, 3.08, 0.07], [-2.58, 2.23, -0.18], [-0.60, -3.30, 0.70], [-0.24, -0.37, -5.52], [-0.34, -1.44, -0.78], [-0.35, 2.45, 1.65], [-2.58, 1.64, 5.58], [-1.24, -6.78, 2.05], [4.33, -0.61, -3.54], [6.17, 2.24, -0.76], [0.14, -0.38, 2.23], [5.80, 2.46, 0.23], [-0.07, -0.61, 0.22], [2.54, 2.31, 1.78], [-1.01, 1.32, -3.15], [-0.81, -3.45, -1.42], [-0.33, -2.42, 1.75], [3.32, 1.82, -0.24], [1.72, 2.33, 2.80], [6.64, 2.95, 1.22], [-1.72, -7.46, -1.86], [3.80, -1.78, -5.67]],
  "total_charge": 1,
  "e_above_lowest_ev": 0.000,
  "homo_energy_ha": [-0.3071, -0.3070]
}

---

Entry 2:
{
  "formula": "C41H23AsHfN10OS4",
  "method": "ωB97M-V/def2-TZVPD",
  "elements": ["C", "H", "C", "C", "H", "H", "H", "O", "C", "C", "C", "H", "As", "S", "H", "H", "N", "C", "H", "N", "H", "N", "H", "C", "H", "C", "C", "C", "H", "C", "N", "C", "C", "H", "C", "C", "H", "C", "N", "S", "C", "N", "H", "N", "C", "C", "C", "H", "C", "C", "Hf", "N", "C", "C", "C", "H", "C", "H", "C", "C", "N", "S", "C", "H", "C", "H", "C", "C", "H", "C", "C", "C", "S", "C", "H", "N", "C", "C", "H", "C", "C"],
  "coordinates": [[-2.15, -3.54, 3.12], [-1.48, -3.58, 3.97], [-0.92, 6.85, -0.47], [0.31, 4.61, 0.59], [-5.51, 3.29, -4.50], [2.43, -2.15, 4.57], [-1.31, 5.65, -2.24], [1.54, -1.63, -0.57], [2.23, 1.02, 3.38], [1.45, 1.55, 2.21], [-5.62, 1.38, -3.50], [3.70, -0.98, 0.75], [2.67, 1.93, -2.61], [3.25, 1.17, -0.63], [-5.46, -0.49, -2.40], [-1.40, 7.76, -0.81], [1.23, -5.19, -2.19], [4.98, -3.95, -0.37], [-3.60, -4.82, 3.98], [1.27, -3.19, -3.20], [-5.27, -4.72, 2.04], [-1.43, 0.77, -1.40], [-4.82, -3.11, 0.34], [-4.38, -4.02, 2.09], [5.83, -4.62, -0.16], [0.08, 3.33, -1.36], [4.87, -2.71, 0.32], [3.06, 1.66, 4.32], [3.68, -0.97, 6.31], [-1.86, -2.75, 2.05], [0.51, 2.42, -0.29], [2.57, -1.09, 4.46], [-2.22, -1.52, 0.19], [1.46, -2.22, -3.30], [1.04, -0.73, 2.44], [-2.99, 1.85, -2.70], [-0.32, 7.86, 1.34], [-4.94, 0.40, -2.74], [1.19, 2.80, 1.99], [4.04, 2.27, -4.07], [1.98, -0.32, 3.45], [0.31, -1.76, 2.56], [-0.49, -5.94, -3.30], [-0.98, -1.21, 0.59], [3.50, 0.93, 5.37], [-0.90, 5.72, -1.24], [-3.64, 0.66, -2.32], [3.27, 2.74, 4.21], [3.76, -1.93, 0.21], [-2.80, -2.52, 1.03], [0.59, 0.13, -0.47], [-3.05, -1.00, -0.77], [3.30, -0.43, 5.43], [-0.26, 4.58, -0.72], [0.21, -3.92, -3.76], [-3.13, 3.73, -3.79], [-2.68, 0.01, -1.46], [-0.32, -3.55, -4.61], [-1.68, 1.91, -2.07], [-3.41, -4.18, 3.12], [0.80, 0.48, 1.67], [1.49, 3.82, -2.42], [0.17, 5.79, 1.40], [5.67, -2.39, 1.00], [0.70, 3.19, 0.77], [-6.57, 1.13, -3.94], [-0.36, 6.91, 0.79], [-3.67, 2.84, -3.51], [4.11, 1.42, 6.15], [2.83, -3.47, -1.39], [1.82, -4.03, -2.25], [-4.07, -3.19, 1.08], [1.00, 0.67, -3.11], [-0.69, -1.96, 1.75], [4.09, -5.19, -1.78], [-1.10, 3.05, -2.10], [4.00, -4.26, -1.28], [-4.98, 2.58, -3.90], [0.55, 5.79, 2.40], [2.70, -2.31, -0.57], [0.15, -5.10, -3.11]],
  "total_charge": -2,
  "e_above_lowest_ev": 1.162,
  "homo_energy_ha": -0.0531
}